Entry 1:
# C13H34AsF6KN2O5

A structure of composition C13H34AsF6KN2O5 at a distorted geometry (wB97M-V/def2-TZVPD, OMol25).

Geometry as XYZ:
```
62
Properties=species:S:1:pos:R:3:forces:R:3:lowdin_charge:R:1
As -5.3470 8.6188 -1.1128 -0.4 2.6 0.0 0.94
K -3.8712 3.1851 0.3013 0.1 0.3 -0.2 0.93
F -3.9183 9.4757 -1.9342 -1.9 -1.3 1.3 -0.33
F -6.7798 7.8715 -0.3163 1.5 0.3 -0.7 -0.32
F -5.0972 7.1965 -2.0992 0.3 0.1 0.7 -0.30
F -5.6899 10.0926 -0.0883 0.6 -1.7 -1.4 -0.32
F -6.4183 9.2318 -2.4725 1.3 -0.6 1.9 -0.32
F -4.2296 8.0066 0.2129 -1.3 0.3 -1.7 -0.34
O 1.4401 4.0694 -4.6687 -1.2 -0.4 -1.1 -0.22
O 4.4925 -8.5319 3.8420 0.9 -1.1 -0.3 -0.20
O -2.7794 1.1558 -3.0574 0.0 -0.7 -0.1 -0.17
O -2.1789 3.8891 4.6910 -0.3 0.0 -0.2 -0.13
O 2.0038 -3.5804 1.6435 -0.2 -0.1 0.8 -0.18
N -0.1717 2.6310 -2.4291 -1.2 0.5 0.6 -0.08
N 2.4102 -6.7782 2.3123 0.4 0.3 -0.3 -0.07
C 0.3150 4.0127 -2.3789 0.2 -0.4 -1.5 -0.17
C -3.7142 0.4161 -3.8142 -0.5 -0.1 -1.0 -0.12
C -1.1787 4.8535 4.9741 0.1 0.5 0.6 -0.16
C 5.6998 -9.3843 3.9056 -0.2 0.8 -0.5 -0.08
C 1.5704 4.1564 -3.2784 1.5 0.1 0.9 -0.23
C 0.6645 5.0897 -5.3211 1.1 -0.1 0.9 -0.07
C 1.2608 -5.9089 2.4430 0.2 0.9 0.0 -0.22
C -0.6743 2.1924 -3.7197 0.2 0.5 0.1 -0.22
C -1.5082 0.9344 -3.6278 2.0 1.1 0.1 -0.24
C 1.2777 -4.7918 1.3998 -0.8 0.2 -1.1 -0.22
C 1.3865 -2.7393 2.6256 0.8 -0.2 0.1 -0.11
C 3.4756 -8.9430 2.9010 -0.4 0.0 0.4 -0.20
C 2.2353 -8.0205 3.0360 1.5 0.2 0.7 -0.21
H 2.0477 -1.9186 2.9037 0.5 -0.2 -0.3 0.08
H 1.2871 -8.4824 2.7609 0.2 -0.3 0.0 0.12
H -0.4046 4.8927 -5.2414 0.0 0.1 -0.2 0.08
H 0.2226 2.0556 -4.3238 -0.4 -0.5 -0.8 0.12
H -0.3990 4.6943 -2.8411 -0.6 -0.1 0.4 0.11
H -1.2918 2.9492 -4.2035 0.1 0.4 0.2 0.12
H -1.4808 0.6166 -4.6700 -0.8 -0.7 0.1 0.13
H 3.8350 -8.9126 1.8724 0.2 0.0 -0.1 0.12
H 5.7182 -10.2676 3.2672 -0.8 -0.1 0.0 0.08
H 5.9692 -9.6865 4.9176 -0.7 0.1 0.2 0.08
H 2.2327 3.3265 -3.0320 0.0 -0.3 0.0 0.12
H -0.2405 4.5673 4.4988 0.2 0.0 0.4 0.08
H 2.2362 5.0072 -3.1342 -0.5 0.7 0.8 0.12
H -1.4030 5.8767 4.6726 -0.5 -0.2 -0.6 0.08
H 3.1507 -9.9555 3.1405 0.1 -0.2 0.0 0.11
H 0.2551 -4.5168 1.1417 -0.4 0.2 0.3 0.11
H -3.3990 -0.5880 -4.0983 0.4 -0.3 0.6 0.09
H 1.2839 -5.3922 3.4025 -0.3 -0.1 0.5 0.11
H 0.9144 6.0395 -4.8483 -0.3 0.3 0.1 0.09
H 1.2486 -3.3029 3.5483 -0.5 0.1 0.0 0.07
H -2.3742 3.4995 5.5464 -0.3 -0.2 -0.3 0.07
H 0.3918 4.2145 -1.3105 0.7 0.6 -0.3 0.11
H 2.2685 -7.7020 4.0779 -0.7 -0.8 0.7 0.12
H -1.1545 4.9612 6.0585 0.9 -0.2 0.1 0.08
H 3.0838 -6.2971 2.8911 0.9 0.1 -0.6 0.11
H -3.8080 0.8970 -4.7879 -0.5 0.3 -0.1 0.09
H 1.6517 -5.1888 0.4561 0.4 0.0 0.1 0.12
H 0.3546 -6.5141 2.4169 -0.2 0.2 -0.3 0.12
H -4.6929 0.3125 -3.3459 0.2 0.4 0.3 0.09
H -0.8685 0.2990 -3.0152 -0.5 -0.9 0.1 0.13
H 1.0299 5.1755 -6.3444 -0.3 -0.4 0.0 0.09
H 0.4887 -2.2219 2.2874 -0.4 -0.5 -0.2 0.08
H 6.5819 -8.8526 3.5488 -0.2 0.6 -0.1 0.07
H 0.5887 2.0138 -2.1821 0.1 0.0 0.2 0.10
```
Forces are in eV/Å.

## Properties
* HOMO-LUMO gap: 7.5 eV
* total energy: -120716.3133 eV
* highest occupied orbital energy: -9.2 eV


Entry 2:
# C38H44FeN5O2P2S

A structure of composition C38H44FeN5O2P2S (wB97M-V/def2-TZVPD, OMol25).

Geometry as XYZ:
```
93
Properties=species:S:1:pos:R:3:forces:R:3:lowdin_charge:R:1
Fe 0.0095 -0.1205 0.6768 0.0 -0.3 -0.1 0.41
S 0.2581 -1.8978 2.2074 0.1 0.0 0.1 0.69
P 0.0342 2.4211 0.0694 -0.5 -0.4 0.1 1.02
P 2.1781 -0.1215 -0.5074 0.2 -0.1 -0.3 1.00
O -2.0760 -4.2187 1.4666 0.2 0.0 -0.2 0.09
O 0.1271 -2.2598 -0.4010 0.3 -0.1 0.0 -0.28
N -1.8133 -4.2662 4.3936 0.0 0.0 0.1 0.22
N -3.8835 -5.2028 3.9797 0.0 0.0 0.0 0.24
N -3.5209 -2.9547 3.5963 -0.1 0.1 0.2 0.09
N -2.0208 -0.8676 0.0701 0.1 0.4 0.1 0.04
N -0.5648 -2.6000 -1.5808 -0.1 0.0 0.1 0.08
C -0.2910 6.4972 0.1482 0.0 0.0 0.0 -0.06
C 3.5657 -2.2820 0.4878 0.0 0.0 0.0 -0.10
C 3.4614 1.7892 1.0904 0.0 -0.1 0.1 -0.13
C 1.1832 1.7641 -2.4049 0.0 0.0 0.0 -0.27
C 4.2387 -3.4918 0.4297 0.0 0.0 0.0 -0.07
C 4.3473 -4.1705 -0.7782 0.0 0.0 0.0 -0.07
C 0.2027 -4.9667 -1.4479 0.0 0.1 0.0 0.00
C 3.7783 -3.6376 -1.9244 0.0 0.0 0.0 -0.07
C -0.4812 -3.8349 -1.9658 0.0 0.0 -0.1 -0.11
C 1.7733 0.3557 -2.2366 0.0 0.1 0.1 -0.32
C 3.1052 -2.4227 -1.8694 0.0 0.0 0.0 -0.09
C 5.7977 1.7493 -0.4083 0.0 0.0 0.0 -0.05
C -4.1800 1.7516 1.8390 0.0 0.0 -0.1 -0.07
C -0.1384 -3.0131 0.7960 -0.1 0.2 0.3 -0.72
C 5.7032 2.5661 0.7136 0.0 0.0 0.0 -0.06
C 4.7283 0.9513 -0.7773 0.0 0.1 -0.1 -0.07
C -0.6112 5.1500 0.2157 0.0 0.0 0.0 -0.07
C -1.7847 1.7689 2.0401 -0.1 0.1 0.1 -0.13
C 0.6583 -4.2695 0.8633 0.0 0.0 0.0 -0.04
C -1.6407 -3.1792 1.0279 0.1 -0.1 -0.1 -0.37
C -3.0395 1.5264 2.5932 0.1 0.0 0.0 -0.07
C -2.8221 2.4587 -0.0205 0.1 0.0 0.0 -0.10
C 0.3935 4.1934 0.0848 0.2 0.0 0.0 -0.35
C 1.7187 4.5930 -0.0905 0.0 0.1 0.0 -0.09
C 3.5451 0.9762 -0.0361 0.0 0.0 0.1 -0.37
C -3.9825 -2.3485 0.4673 0.0 0.0 -0.1 -0.12
C -4.7741 -2.7114 2.8709 0.1 0.0 0.1 -0.14
C -0.1752 1.9911 -1.7167 0.2 0.2 0.0 -0.33
C 4.5388 2.5826 1.4652 0.0 0.0 0.0 -0.07
C -4.7606 -3.2326 1.4376 -0.2 0.0 0.0 -0.17
C -3.0741 -4.1480 3.9688 0.0 -0.1 0.1 -0.45
C 3.0019 -1.7351 -0.6647 0.0 0.0 0.0 -0.37
C 1.0252 6.8933 -0.0504 0.0 0.0 0.0 -0.05
C -1.6617 2.2293 0.7276 -0.1 0.2 -0.1 -0.42
C -2.5675 -1.9607 0.9015 0.0 0.1 -0.1 -0.30
C -4.0707 2.2249 0.5317 0.0 -0.1 0.1 -0.06
C 2.0290 5.9427 -0.1674 0.0 0.0 0.0 -0.06
C 0.7949 -5.1197 -0.1862 0.0 0.0 0.0 -0.06
H -2.6996 -0.1069 0.0791 0.0 0.0 0.0 0.08
H -2.6178 -1.5481 1.9106 0.1 0.1 -0.2 0.10
H -4.9620 2.4228 -0.0495 0.0 0.0 0.0 0.12
H -1.0714 7.2386 0.2536 0.0 0.0 0.0 0.11
H -0.7167 2.8007 -2.2099 0.0 0.0 0.0 0.09
H -3.9555 -2.8269 -0.5157 0.1 0.0 0.0 0.13
H 3.8665 -4.1598 -2.8682 0.0 0.0 0.0 0.11
H -0.7911 1.0876 -1.7953 0.0 0.0 0.0 0.08
H 4.6911 -3.8994 1.3243 0.0 0.0 0.0 0.11
H 2.5562 1.7988 1.6871 0.0 0.0 0.0 0.08
H -1.1289 -3.5888 4.0889 0.0 0.1 0.0 0.08
H -2.8793 -2.1874 3.7198 0.0 -0.1 0.1 0.14
H 1.0577 1.9444 -3.4734 0.0 0.0 0.0 0.12
H 0.2593 -5.8074 -2.1265 0.0 0.0 0.0 0.11
H 4.8201 0.3002 -1.6394 0.0 0.0 0.0 0.11
H -4.5315 -1.4086 0.3394 0.0 0.0 0.0 0.12
H 6.5449 3.1797 1.0062 0.0 0.0 0.0 0.11
H -2.7500 2.8289 -1.0359 0.0 0.0 0.0 0.11
H 3.0564 6.2508 -0.3090 0.0 0.0 0.0 0.11
H -1.4566 -5.1674 4.6633 0.0 0.0 0.0 0.13
H 1.0721 -0.3918 -2.6207 0.0 0.0 0.0 0.08
H 1.1377 -4.4932 1.8058 0.0 0.0 0.0 0.11
H 4.4678 3.2086 2.3449 0.0 0.0 0.0 0.11
H -4.3790 -4.2519 1.4133 -0.1 0.0 0.0 0.10
H -3.5345 -6.1218 4.1911 0.0 0.0 0.0 0.14
H 3.4888 -1.7541 1.4318 0.0 0.0 0.0 0.11
H -1.0029 -3.9671 -2.9095 0.0 0.0 0.0 0.13
H -0.8963 1.6392 2.6527 0.0 0.0 0.0 0.10
H -3.1195 1.1974 3.6217 0.0 0.0 0.0 0.11
H 1.3654 -6.0266 -0.0262 0.0 0.0 0.0 0.12
H -1.9335 -1.1847 -0.8972 0.0 0.0 0.0 0.08
H -1.6397 4.8552 0.3841 0.0 0.0 0.0 0.10
H -5.6070 -3.1375 3.4340 0.0 0.0 0.0 0.13
H 1.2688 7.9457 -0.1053 0.0 0.0 0.0 0.12
H -5.7970 -3.2712 1.0951 0.0 0.0 0.0 0.13
H 2.5095 3.8584 -0.1582 0.0 0.0 0.0 0.08
H 4.8849 -5.1085 -0.8269 0.0 0.0 0.0 0.11
H -5.1590 1.5910 2.2722 0.0 0.0 0.0 0.11
H -4.8514 -5.1212 3.7249 0.0 0.0 0.0 0.12
H 6.7107 1.7266 -0.9880 0.0 0.0 0.0 0.12
H 2.6740 -2.0194 -2.7756 0.0 0.0 0.0 0.10
H 1.9090 2.5073 -2.0629 0.0 0.0 0.0 0.10
H -4.9302 -1.6322 2.8901 0.0 0.0 0.0 0.13
H 2.6931 0.2830 -2.8208 0.0 0.0 -0.1 0.09
```
Forces are in eV/Å.

## Properties
* spin multiplicity: 6
* HOMO-LUMO gap (alpha / beta): 8.3 / 7.1 eV
* total energy: -115452.5062 eV
* total charge: +2
* highest occupied orbital energy (alpha / beta): -12.6 / -13.2 eV


Entry 3:
# C20H43Cl32FNO5PS2

A cluster of 17 separate species, C20H43Cl32FNO5PS2 in total at a distorted geometry (wB97M-V/def2-TZVPD, OMol25).

Geometry as XYZ:
```
105
Properties=species:S:1:pos:R:3:forces:R:3:lowdin_charge:R:1
Cl -4.5710 -2.6107 -2.8643 0.0 0.0 -0.4 0.60
Cl -2.3101 -4.4720 -3.2848 0.0 0.2 0.0 0.51
Cl 1.3279 6.4385 1.4059 0.0 0.0 0.0 0.51
Cl -1.6032 0.1830 -7.4732 -0.1 -0.1 -0.3 0.55
Cl -1.1981 -0.0478 4.9958 0.0 0.1 0.1 0.50
Cl -3.5964 -3.8652 4.0436 0.0 0.1 0.2 0.55
Cl 11.1794 9.1587 1.7113 0.1 0.0 0.0 0.54
Cl -3.8049 -6.6710 -5.5369 0.0 -0.2 -0.2 0.53
Cl -3.0054 -3.8800 6.9234 -0.1 0.1 0.1 0.55
Cl 0.4711 -2.0464 -1.7450 0.0 -0.2 0.1 0.53
Cl -1.2799 -6.1022 -6.9212 0.0 0.0 0.0 0.51
Cl -2.8045 0.2079 -3.7819 0.0 0.0 0.0 0.55
Cl 3.3321 3.3766 -5.2406 0.0 0.0 0.0 0.50
Cl -0.4890 -6.1885 3.5791 0.1 0.0 0.0 0.54
Cl 6.4029 4.9152 2.7750 0.1 0.0 0.1 0.50
Cl -8.2423 -8.7677 -4.4808 0.0 0.0 0.0 0.51
Cl 8.4154 6.5349 0.4337 0.0 0.0 0.0 0.50
Cl -1.5918 2.9451 -8.4547 0.0 0.0 0.0 0.52
Cl 0.3315 -4.0037 5.3513 0.1 -0.3 -0.1 0.56
Cl 3.2045 -1.3111 -1.0065 0.0 0.1 0.0 0.51
Cl -0.0998 1.0222 -3.0547 0.1 0.0 -0.3 0.59
Cl 3.4864 4.5451 0.8163 -0.1 -0.1 0.0 0.48
Cl 9.0202 11.0241 2.4119 0.0 0.1 0.1 0.54
Cl 0.3037 -0.0425 7.5370 0.0 0.0 0.0 0.51
Cl 2.5961 3.2529 -2.4007 0.0 0.0 0.0 0.50
Cl 3.9130 -2.8165 1.9762 0.0 0.0 0.0 0.49
Cl 4.4358 4.8060 4.9516 0.0 0.0 0.0 0.53
Cl -5.7927 -7.7834 -3.2037 -0.1 0.0 0.2 0.49
Cl 6.2510 8.3882 1.1288 0.0 0.1 0.0 0.51
Cl 6.1036 -3.6723 3.7347 0.0 0.0 0.0 0.50
Cl -2.8203 -3.7614 1.0281 0.1 -0.4 -0.3 0.54
Cl -3.2716 -6.3248 -0.3901 0.0 -0.1 0.0 0.55
S -3.0589 -0.4759 2.2949 0.0 -0.1 -0.4 0.35
S -5.3787 1.6713 0.0046 -1.1 -0.6 -0.6 0.61
P -3.3814 -0.4290 0.4195 0.3 0.2 0.9 0.13
F -5.1390 3.1768 0.3366 0.0 -0.3 -0.1 -0.11
O -2.1080 -0.8001 -0.4700 -0.6 0.3 -0.3 -0.24
O -2.9103 2.0686 0.5079 0.1 -0.2 -0.2 -0.24
O -4.6119 -1.3016 -0.0463 0.0 0.4 -0.2 -0.23
O -5.9969 1.6057 -1.2879 0.5 0.1 0.9 -0.26
O -6.0207 1.0706 1.1300 0.6 0.6 -0.5 -0.25
N -3.7559 1.2016 -0.2015 -0.3 -0.4 0.5 -0.29
C -1.0870 0.1347 -4.2180 0.2 0.2 -0.1 -0.99
C 10.7332 10.6219 2.6023 0.1 0.0 0.0 -0.99
C -0.7562 -0.9484 6.4465 0.0 -0.1 -0.1 -1.06
C -0.1996 2.2789 1.2898 0.6 -0.4 0.2 -0.22
C -2.5833 1.5456 -8.0411 -0.1 0.1 0.0 -1.00
C 2.1856 -2.1580 -2.1679 0.0 -0.1 -0.1 -1.00
C -2.1205 2.8545 -0.3884 0.4 0.8 -0.7 -0.18
C 7.9671 7.9951 1.3242 0.0 -0.1 0.0 -1.09
C -6.4967 -8.9688 -4.3087 0.1 -0.1 -0.1 -1.03
C -0.4252 -5.5984 5.2445 -0.1 0.0 0.1 -1.01
C -4.0435 -4.2970 -3.0598 -0.1 -0.3 0.3 -1.02
C -0.6141 2.6773 -0.1458 0.1 0.3 0.2 -0.19
C 4.3783 -3.8048 3.3629 -0.1 0.0 0.0 -1.03
C 0.8783 1.1532 1.3098 -0.2 0.0 0.1 -0.09
C 3.0325 6.0277 1.6602 0.1 0.1 0.0 -1.03
C -4.1835 -3.4743 5.6581 -0.2 0.0 0.0 -0.96
C -3.2104 -5.4795 1.1661 0.0 0.0 0.2 -1.01
C 2.1057 3.7509 -4.0213 -0.1 0.0 0.0 -1.04
C 5.8251 4.0225 4.1845 0.1 -0.1 0.0 -1.00
C -2.9107 -6.7590 -7.0626 0.0 0.0 -0.1 -1.00
H 5.5314 3.0283 3.8671 -0.1 0.1 0.0 0.03
H 2.4622 -3.2061 -2.1745 0.0 0.0 0.0 0.03
H 1.8934 1.5719 1.3846 -0.3 -0.2 -0.2 0.06
H -0.2476 -1.8473 6.1155 0.0 0.3 0.2 -0.09
H 10.9333 10.4582 3.6549 0.0 0.0 0.0 0.03
H -4.3337 -4.8260 -2.1572 0.1 0.1 -0.1 -0.04
H -2.4457 -5.9531 1.7713 0.0 0.0 -0.1 -0.04
H -4.6355 -1.6329 -0.9616 0.1 0.0 0.1 -0.04
H 0.2475 3.1497 1.7933 -0.4 -0.2 0.0 0.09
H 3.6455 6.8372 1.2808 0.0 0.0 0.0 -0.01
H 11.3236 11.4483 2.2241 0.0 0.0 -0.1 0.03
H -2.8373 -7.8013 -7.3511 0.0 0.0 0.1 0.03
H -0.1375 3.6454 -0.3741 -0.1 -0.3 -0.2 0.10
H -1.0494 1.9283 1.8877 0.1 0.2 -0.3 0.08
H -4.1817 -5.5702 1.6390 0.0 0.0 -0.1 0.02
H -0.7730 -0.9039 -4.2302 0.0 0.0 0.1 0.01
H -0.9616 0.5967 -5.1925 -0.1 -0.1 0.3 -0.06
H 0.8118 0.5234 0.4090 0.1 0.2 0.2 0.04
H -6.0349 -8.8383 -5.2815 0.0 0.0 0.0 0.00
H -4.5486 -4.7015 -3.9278 0.0 0.1 0.0 -0.03
H -6.2979 -9.9596 -3.9169 0.0 0.0 0.0 0.03
H -1.6631 -1.2026 6.9816 0.0 0.0 0.0 0.00
H -3.2668 1.8254 -7.2471 0.1 0.0 0.0 0.03
H 6.6270 3.9708 4.9121 0.0 0.0 0.0 0.02
H -4.3831 -2.4091 5.6991 0.1 0.0 0.0 0.03
H -2.3556 2.5817 -1.4297 0.0 0.0 0.4 0.11
H 8.1688 7.8360 2.3776 -0.1 0.0 0.0 0.02
H -2.2323 -0.5995 -1.4184 0.1 0.0 0.2 0.00
H 3.8145 -3.4727 4.2273 0.0 0.0 0.0 0.01
H 2.3341 -1.7144 -3.1463 0.0 0.1 0.0 0.02
H 8.5512 8.8210 0.9457 -0.1 0.0 -0.1 -0.06
H -3.4515 -6.1917 -7.8114 0.0 0.0 0.1 0.03
H 4.1555 -4.8410 3.1366 0.0 0.0 0.0 0.02
H -0.2298 1.9589 -0.8826 -0.1 0.2 0.6 0.00
H 1.1943 3.2231 -4.2785 0.0 0.0 0.0 -0.02
H -3.1265 1.2289 -8.9237 0.1 0.0 0.0 0.03
H 3.1998 5.8849 2.7206 0.0 0.0 0.0 -0.03
H 1.9409 4.8224 -4.0159 0.1 0.0 0.0 0.03
H -2.4180 3.9107 -0.2761 0.0 -0.4 0.2 0.12
H -5.0859 -4.0428 5.8518 0.0 0.0 0.0 0.03
H 0.7341 0.4834 2.1711 0.1 0.2 -0.2 0.06
H 0.1586 -6.2954 5.8345 0.0 0.0 -0.1 0.03
H -1.4379 -5.5182 5.6243 0.1 0.0 -0.1 -0.05
```
Forces are in eV/Å.

## Properties
* HOMO-LUMO gap: 9.0 eV
* total energy: -467559.8861 eV
* highest occupied orbital energy: -8.8 eV


> Number 2 is which compound?

C38H44FeN5O2P2S